Record 1
ORCA calculation (ωB97M-V with the def2-TZVPD basis set) on a structure of composition C19H40NOP3Pr.

```
65
Properties=species:S:1:pos:R:3
O -0.51 -0.64 -5.67
H -4.94 -0.43 -1.58
C 3.38 1.37 1.40
H -1.82 1.15 -3.47
C 0.00 -0.02 4.84
C -0.02 -0.03 3.39
H 2.52 -3.16 -0.87
H -1.11 -4.27 -2.54
H -2.30 -0.57 -3.50
H -1.67 -3.60 -0.99
H -1.95 -2.69 -2.48
H 1.90 -1.36 -3.20
C 1.53 -3.62 -0.97
C 0.98 -1.96 -3.33
H 1.21 -2.81 -3.99
H -0.07 -1.47 -5.95
H 1.67 2.46 -1.16
C -1.22 -3.34 -1.96
H 0.02 -1.06 5.21
H 4.48 1.35 1.40
H 4.95 -0.14 -0.42
C -2.59 0.43 -3.15
C 0.60 2.58 -0.95
C 3.36 -1.44 1.66
C -0.71 2.63 -8.07
C -1.46 2.53 -6.88
H 0.22 1.55 -9.65
H 1.64 -4.55 -1.57
H -2.36 1.19 -5.46
C -1.67 1.29 -6.30
H -3.71 2.18 0.04
H 3.73 0.54 -1.54
P 2.71 -0.12 0.56
H 0.90 0.50 5.20
H 3.01 -2.42 1.33
C -0.24 1.46 -8.67
H 3.03 2.27 0.89
H -2.58 2.89 -1.16
H -0.07 -0.68 -8.54
H 4.45 -1.43 1.67
H -0.05 2.55 -1.83
H -1.87 3.43 -6.40
H -3.74 -1.69 -1.12
H 3.82 -1.22 -1.32
H 0.81 3.05 1.16
H -0.52 3.62 -8.50
C 3.93 -0.25 -0.81
H -0.88 0.49 5.24
Pr -0.18 0.02 -0.17
H 0.25 -1.31 -3.85
H -3.56 0.71 -3.59
H -4.33 -0.53 0.11
H 1.19 -3.90 0.04
P -2.70 0.49 -1.34
C -0.36 0.22 -8.02
N -0.07 -0.13 2.23
C -4.07 -0.66 -0.95
C -3.38 2.15 -1.01
H -4.22 2.35 -1.69
H -0.91 3.19 0.49
H 3.01 1.41 2.43
C 0.14 2.92 0.30
P 0.34 -2.42 -1.66
H 2.97 -1.28 2.68
C -0.86 0.22 -6.71
```

Kohn-Sham gap (spin up / spin down) = 3.95 / 4.15 eV
Multiplicity = 3
HOMO energy (spin up / spin down) = -14.35 / -14.35 eV
Charge = +3

Just the Mulliken charges please, in e? Sure, here they are:
1. O -0.35
2. H 0.43
3. C -1.11
4. H 0.30
5. C -0.96
6. C 0.37
7. H 0.23
8. H 0.47
9. H 0.48
10. H 0.40
11. H 0.22
12. H 0.31
13. C -1.06
14. C -0.73
15. H 0.56
16. H 0.31
17. H 0.50
18. C -1.06
19. H 0.34
20. H 0.43
21. H 0.48
22. C -1.37
23. C -0.78
24. C -1.09
25. C -0.51
26. C -0.41
27. H 0.38
28. H 0.48
29. H 0.40
30. C -0.37
31. H 0.40
32. H 0.37
33. P 0.74
34. H 0.32
35. H 0.26
36. C -0.31
37. H 0.33
38. H 0.32
39. H 0.42
40. H 0.41
41. H 0.51
42. H 0.38
43. H 0.31
44. H 0.34
45. H 0.31
46. H 0.38
47. C -1.30
48. H 0.38
49. Pr 0.64
50. H -0.01
51. H 0.56
52. H 0.43
53. H 0.36
54. P 0.66
55. C -0.88
56. N -0.24
57. C -1.17
58. C -1.12
59. H 0.43
60. H 0.31
61. H 0.32
62. C -0.56
63. P 0.51
64. H 0.36
65. C 0.55

***

Record 2
ORCA calculation (ωB97M-V with the def2-TZVPD basis set) on a cluster of 13 separate species, C27H80O13 in total.

```
120
Properties=species:S:1:pos:R:3
O -7.95 -1.73 -4.80
H 0.24 -7.77 -2.94
H 7.73 0.86 -5.94
H -4.29 -4.72 8.78
H -6.85 -1.47 -1.59
H 0.31 1.58 -8.59
C -7.91 0.36 -3.55
H 4.47 7.29 -2.08
H 6.77 2.17 -4.63
H -1.53 -6.36 -3.36
H -6.80 0.72 3.98
H -0.52 2.18 7.83
O -0.61 -8.08 -2.61
H -8.27 -2.19 -2.30
C 5.32 -1.36 2.76
H 0.09 -0.21 -1.49
H -8.95 0.34 -3.22
O 1.69 3.87 -9.30
H 6.54 9.02 -2.13
C 4.44 -2.26 3.68
H -7.71 -6.55 3.26
H -2.07 2.43 8.66
C 9.73 2.21 -5.15
H 7.70 3.03 -3.44
H -8.13 -0.38 4.56
C -1.96 -4.98 6.74
O -0.67 1.16 1.49
H 1.34 4.15 -6.02
C 4.88 7.83 -1.23
H -3.46 5.52 2.92
H -1.65 7.31 1.72
H 3.63 -2.19 5.65
C -1.57 2.45 7.69
H -2.38 -1.05 1.41
C 8.75 1.36 -4.36
C -3.47 -6.92 7.57
H -7.93 1.00 -4.43
H -2.61 -7.41 8.04
H 0.70 1.30 -0.72
C -7.12 0.00 4.73
H 1.16 -0.14 -0.10
H -2.97 7.05 3.36
H -0.62 -1.58 1.33
H -6.47 -0.87 4.64
H -1.70 -1.70 0.02
C -7.25 -1.02 -3.75
C -3.12 6.45 2.47
H -7.39 -5.38 1.96
H -4.09 -5.04 6.75
O 4.09 9.02 -1.19
C 3.82 -4.29 -3.28
H -1.98 -3.92 6.51
H -1.89 -5.46 5.76
H 3.29 -0.83 4.70
H 1.69 1.64 -7.50
H 3.71 6.92 0.43
H -1.70 3.45 7.29
H 7.02 7.50 -1.67
H 6.35 -1.27 3.10
H 5.96 -3.14 4.46
H -0.63 2.05 1.13
O -9.36 -5.93 2.26
H 0.06 4.30 -8.11
C 0.95 3.67 -8.11
H 1.61 5.39 -7.15
H -6.61 -2.82 -2.60
H -8.88 -1.85 -4.59
H -7.66 -6.98 1.54
O -2.00 6.42 1.67
H 3.84 -3.54 -4.06
H 6.62 8.72 -0.35
H -6.24 -0.85 -4.11
C 1.72 4.31 -7.03
H 2.60 3.60 -9.17
C 0.77 2.16 -7.79
C -1.58 -7.45 -3.41
H 5.19 6.04 -0.03
H 9.31 2.68 -6.04
H 5.33 -1.82 1.77
C -0.99 0.35 0.33
H -1.82 1.68 5.93
H -3.94 6.90 1.91
H -9.85 -6.75 2.34
C -7.23 -1.93 -2.50
C 4.73 7.02 0.05
C -8.00 -6.23 2.26
H 9.27 0.89 -3.52
H 2.78 4.09 -7.02
H 4.94 -1.02 5.39
H -1.07 -5.30 7.29
H 4.81 -0.40 2.71
H 0.11 2.16 -6.91
C 6.37 8.30 -1.33
H -1.77 0.83 -0.25
H -1.41 -7.74 -4.45
C 0.28 0.30 -0.55
C -3.28 -5.39 7.39
O 8.29 0.45 -5.29
O -7.02 0.53 6.10
O -2.26 1.59 6.77
H 4.07 -5.87 -4.43
H 5.17 7.53 0.91
H 4.82 -4.37 -2.86
H 4.31 9.54 -1.96
H -4.38 -7.30 8.04
H 3.56 -2.61 3.15
O 3.46 -5.61 -3.73
O -3.35 -4.83 8.65
O 5.18 -3.41 3.98
H 7.03 1.44 -3.10
H 3.14 -3.96 -2.50
H 10.61 1.67 -5.51
H 9.99 3.10 -4.59
C 4.10 -1.53 4.93
H -7.36 1.02 -2.88
C 7.53 2.04 -3.86
H -6.12 0.82 6.22
H -2.60 -7.72 -3.17
H -3.50 -7.27 6.54
C -1.44 -1.04 0.85
```

ΔE to the lowest compared entry with this formula, charge and spin = 184.0 kcal per mole
Kohn-Sham gap = 9.90 eV
HOMO energy = -9.85 eV

Mulliken population analysis, charges in e, atoms 1 to 99:
1. O -0.55
2. H 0.30
3. H 0.35
4. H 0.33
5. H 0.33
6. H 0.33
7. C -1.25
8. H 0.24
9. H 0.29
10. H 0.23
11. H 0.23
12. H 0.23
13. O -0.49
14. H 0.29
15. C -1.13
16. H 0.34
17. H 0.32
18. O -0.54
19. H 0.40
20. C 0.33
21. H 0.24
22. H 0.21
23. C -1.24
24. H 0.30
25. H 0.23
26. C -1.25
27. O -0.54
28. H 0.34
29. C 0.46
30. H 0.23
31. H 0.31
32. H 0.37
33. C -0.49
34. H 0.32
35. C 0.49
36. C -1.15
37. H 0.35
38. H 0.30
39. H 0.33
40. C -0.48
41. H 0.30
42. H 0.25
43. H 0.29
44. H 0.22
45. H 0.37
46. C 0.45
47. C -0.57
48. H 0.21
49. H 0.23
50. O -0.55
51. C -0.47
52. H 0.29
53. H 0.35
54. H 0.35
55. H 0.29
56. H 0.34
57. H 0.24
58. H 0.30
59. H 0.35
60. H 0.35
61. H 0.31
62. O -0.50
63. H 0.26
64. C 0.39
65. H 0.34
66. H 0.28
67. H 0.34
68. H 0.25
69. O -0.47
70. H 0.24
71. H 0.31
72. H 0.23
73. C -1.25
74. H 0.33
75. C -1.15
76. C -0.52
77. H 0.33
78. H 0.31
79. H 0.29
80. C 0.51
81. H 0.29
82. H 0.26
83. H 0.30
84. C -1.14
85. C -1.29
86. C -0.51
87. H 0.25
88. H 0.33
89. H 0.32
90. H 0.35
91. H 0.32
92. H 0.33
93. C -1.17
94. H 0.22
95. H 0.24
96. C -1.19
97. C 0.43
98. O -0.56
99. O -0.50

***

Record 3
ORCA calculation (ωB97M-V with the def2-TZVPD basis set) on a cluster of 2 separate species, C4H8N2 in total.

```
14
Properties=species:S:1:pos:R:3
H 0.05 1.10 -2.10
N 0.29 -0.10 1.02
C -0.36 0.96 -1.10
H -0.99 -0.63 2.54
H -1.76 0.21 1.03
H 1.06 -0.48 1.57
H -0.40 -1.97 -0.85
C 2.05 0.32 -0.48
N 3.19 0.29 -0.71
H -1.24 0.31 -1.18
C 0.67 0.35 -0.20
H -0.96 -2.12 -0.38
H -0.70 1.94 -0.73
C -0.90 -0.18 1.56
```

ΔE to the lowest compared entry with this formula, charge and spin = 65.0 kcal per mole
Kohn-Sham gap = 8.10 eV
HOMO energy = -7.57 eV

Just the Mulliken charges please, in e? Sure, here they are:
1. H 0.35
2. N -0.09
3. C -1.30
4. H 0.24
5. H 0.29
6. H 0.24
7. H -0.02
8. C 0.12
9. N -0.48
10. H 0.33
11. C 0.52
12. H 0.02
13. H 0.33
14. C -0.54

***

Record 4
ORCA calculation (ωB97M-V with the def2-TZVPD basis set) on the ion C4H13N2S with charge +1.

```
20
Properties=species:S:1:pos:R:3
C 0.61 -0.07 -2.43
C 1.03 -0.96 -1.13
H 0.70 -1.99 -1.42
H -1.08 -1.44 0.56
H -1.26 0.00 -0.58
H -1.06 0.97 3.54
N -0.48 0.54 2.82
C -0.78 -0.33 0.38
N 0.71 -0.41 0.13
S 1.80 1.21 -3.05
H 0.62 -0.92 -3.09
H -1.00 1.55 1.20
H 2.09 -1.19 -1.22
H -0.44 -0.46 3.23
H -2.22 0.43 1.87
H 0.34 1.13 2.78
C -1.18 0.62 1.53
H 0.98 -1.10 0.90
H -0.44 0.28 -2.26
H 1.05 2.14 -3.75
```

ΔE to the lowest compared entry with this formula, charge and spin = 68.4 kcal per mole
Kohn-Sham gap = 7.50 eV
HOMO energy = -11.56 eV
Charge = +1

Just the Mulliken charges please, in e? Sure, here they are:
1. C -0.40
2. C -0.94
3. H 0.37
4. H 0.39
5. H 0.27
6. H 0.37
7. N -0.31
8. C -0.43
9. N -0.33
10. S -0.26
11. H 0.32
12. H 0.41
13. H 0.49
14. H 0.38
15. H 0.38
16. H 0.36
17. C -0.84
18. H 0.29
19. H 0.30
20. H 0.15